Entry 1:
DFT (the ωB97M-V functional and the def2-TZVPD basis) results for C44H43AsF6IrN3OP2S3 as an isolated structure in a non-equilibrium geometry.

```
104
C44H43AsF6IrN3OP2S3 | OMol25 | the ωB97M-V functional and the def2-TZVPD basis
Ir 14.25959 13.07758 13.08744
C 16.21646 12.87365 16.96793
C 15.69054 12.42366 15.61500
N 14.81812 13.27978 14.99714
N 14.34919 14.32393 15.72065
C 13.13315 14.70664 15.38022
S 12.46014 14.24412 13.66116
S 12.22221 15.94154 16.25424
C 13.71709 16.78502 17.01592
C 14.28398 17.96967 16.28026
C 15.39072 18.62513 16.80619
C 15.99917 19.66944 16.16118
C 15.42779 20.16884 14.96026
C 14.28235 19.53023 14.47305
C 13.64623 18.50805 15.20073
C 16.08300 11.18952 14.99256
C 16.46968 10.10774 15.80030
C 17.07125 8.98033 15.29259
C 17.01864 8.76745 13.88266
C 16.50815 9.71556 13.06998
C 16.23830 11.02367 13.60469
O 16.01559 12.09391 12.82991
H 16.78550 13.81434 16.75901
H 16.97105 12.20388 17.34315
H 15.44394 13.16982 17.67552
H 14.45357 16.00039 17.19740
H 13.42515 17.14434 18.02134
H 15.82752 18.20883 17.73638
H 16.81635 20.21065 16.63423
H 15.87223 21.00556 14.41756
H 13.76456 19.88422 13.59199
H 12.65562 18.14674 14.88953
H 16.36525 10.18312 16.88343
H 17.47004 8.21727 15.96297
H 17.41028 7.82274 13.48566
H 16.39430 9.66537 11.94484
C 10.37965 7.99848 9.03938
S 9.43228 9.51609 8.84970
C 10.64857 10.74163 8.24400
C 10.71646 11.93178 9.20862
C 11.09406 11.50101 10.65128
N 11.62688 12.63460 11.47298
P 13.28143 13.34923 11.13357
C 13.08878 15.02691 10.53213
C 11.84400 15.70943 10.60524
C 11.84527 17.10247 10.40547
C 13.03641 17.81011 10.34095
C 14.25835 17.15143 10.23120
C 14.29481 15.77756 10.35561
C 14.16143 12.40219 9.88051
C 14.36575 13.03724 8.64223
C 15.20276 12.42407 7.70795
C 15.93684 11.30853 8.04476
C 15.72710 10.68569 9.26717
C 14.74540 11.14416 10.15763
P 10.93744 12.90836 12.99578
C 10.60599 11.54136 14.12832
C 9.35788 11.30624 14.82654
C 9.25936 10.38196 15.86009
C 10.38144 9.60507 16.17942
C 11.55949 9.74706 15.43869
C 11.68653 10.66765 14.38275
C 9.42474 13.80200 12.95012
C 8.96050 14.30026 14.16907
C 7.78834 15.05516 14.17051
C 7.13568 15.37597 12.95858
C 7.61160 14.85839 11.77206
C 8.80825 14.08815 11.71400
H 9.62772 7.22184 9.01226
H 11.02858 7.99900 9.93735
H 11.01768 7.92160 8.14399
H 10.28250 11.04978 7.24452
H 11.61358 10.20193 8.11259
H 9.71898 12.38360 9.19913
H 11.36632 12.69361 8.76167
H 11.92125 10.76457 10.64709
H 10.21455 11.04364 11.13997
H 10.89199 15.18662 10.62714
H 10.87533 17.61748 10.43956
H 12.97916 18.90829 10.41570
H 15.16024 17.73221 10.00659
H 15.21468 15.23140 10.33183
H 13.91048 14.01449 8.43546
H 15.27468 12.86655 6.71769
H 16.67572 10.93270 7.36419
H 16.22866 9.75753 9.50878
H 14.39093 10.55610 11.04444
H 8.48293 11.84980 14.51634
H 8.31930 10.31033 16.40126
H 10.33329 8.88522 17.02105
H 12.36953 9.05355 15.62798
H 12.59820 10.62754 13.74056
H 9.37354 13.97051 15.10994
H 7.45896 15.52837 15.08201
H 6.28796 16.08883 12.96366
H 7.12520 15.12176 10.83283
H 9.26987 13.78399 10.74794
F 14.13700 9.06711 12.58803
As 13.75911 7.26788 11.60619
F 13.60260 5.62903 10.71036
F 15.46118 7.12438 11.69684
F 13.51360 6.65381 13.24719
F 13.82935 8.39511 10.19950
F 12.13236 7.80006 11.79941
```

Computed properties:
- expectation value of S² = 6.053
- multiplicity = 5
- charge = +2
- HOMO level (alpha / beta) (eV) = -10.7 / -12.7


Entry 2:
DFT (the ωB97M-V functional and the def2-TZVPD basis) results for one molecule with the formula C5H5NO3.

```
14
C5H5NO3 | OMol25 | the ωB97M-V functional and the def2-TZVPD basis
N -1.93485 -0.86632 -0.42982
C -0.66760 -0.29457 -0.54274
C -0.13537 0.49399 -1.52392
O 0.07984 0.85019 -2.62484
C 0.37788 -0.35963 0.44506
O 0.76803 -1.53145 1.02405
C 0.74846 0.91622 1.24724
C 1.40817 0.95719 -0.05503
O 2.45226 1.29644 -0.52995
H -2.42449 -1.02576 -1.29747
H -2.54179 -0.49995 0.29263
H 0.54487 -2.26436 0.43339
H 1.42563 0.77319 2.08846
H -0.10104 1.55482 1.47294
```

Computed properties:
- SMILES string = NC(=C=O)[C@]1(O)CC1=O
- energy above the lowest of the compared OMol25 structures with the same formula, charge and spin (eV) = 3.416
- HOMO level (eV) = -8.1